# C5H13NO

2 unconnected molecules or ions with the total composition C5H13NO (ωB97M-V/def2-TZVPD, the Open Molecules 2025 dataset).

Bonds (Å) are listed after each position.
Cartesian coordinates (Å):
1 C 1.89 1.67 0.07  C2 1.499, H5 1.087, H6 1.085, H7 1.084
2 C 1.50 0.68 1.13  C1 1.499, N3 1.368, O4 1.222
3 N 2.37 -0.37 1.31  C2 1.368, H8 1.012, H9 1.014
4 O 0.61 0.87 1.94  C2 1.222
5 H 2.44 1.21 -0.74  C1 1.087
6 H 2.52 2.45 0.47  C1 1.085
7 H 1.00 2.20 -0.27  C1 1.084
8 H 2.17 -1.08 2.00  N3 1.012
9 H 2.97 -0.68 0.55  N3 1.014
10 C -1.30 -1.90 -1.07  C11 1.506, H13 1.107, H14 1.105, H15 1.086
11 C -1.55 -0.83 -0.04  C10 1.506, C12 1.554, H16 1.088, H17 1.076
12 C -1.83 0.62 -0.51  C11 1.554, H18 1.095, H19 1.084, H20 1.095
13 H -0.34 -1.67 -1.57  C10 1.107
14 H -1.91 -1.74 -1.97  C10 1.105
15 H -1.39 -2.93 -0.74  C10 1.086
16 H -2.48 -1.02 0.49  C11 1.088
17 H -0.80 -0.65 0.71  C11 1.076
18 H -2.91 0.79 -0.56  C12 1.095
19 H -1.48 1.28 0.27  C12 1.084
20 H -1.49 1.08 -1.45  C12 1.095

Values from the calculation:
Orbital gap = 0.3945 Ha
E_HOMO = -9.92 eV
Lowest unoccupied orbital energy = 0.02983 Eh
Charge = 0
ΔE to the lowest compared entry with this formula, charge and spin = 56.5 kJ/mol
Energy = -328.2973 a.u.